Here is a gas-phase ion, CH3N2O3S (charge +1) in a non-equilibrium geometry from OMol25. Energies are from ωB97M-V/def2-TZVPD.

Last column: Mulliken spin population.
CARTESIAN COORDINATES (ANGSTROEM)
C1 -0.86 -2.04 0.79  -0.030
N1 -0.52 -1.22 0.09  0.212
N2 1.02 1.55 0.38  -0.007
O1 0.16 -0.61 -2.56  0.594
O2 -0.25 1.31 0.80  0.041
O3 1.26 0.61 -0.80  0.225
S1 -0.10 0.18 -1.44  0.959
H1 -1.47 -2.77 1.24  0.004
H2 1.61 0.97 0.98  0.003
H3 -0.85 2.01 0.52  -0.001

Kohn-Sham gap (alpha / beta): 8.789 / 6.390 eV
net charge: +1
spin multiplicity: 3


Here is 2 unconnected molecules or ions with the total composition CH7N4 in a non-equilibrium geometry from OMol25. Energies are from ωB97M-V/def2-TZVPD.

Last column: Löwdin charge in e.
CARTESIAN COORDINATES (ANGSTROEM)
C1 1.97 0.51 -0.09  -0.157
N1 0.82 0.53 0.40  -0.056
N2 2.67 -0.67 -0.23  0.121
N3 -2.69 0.05 -0.02  0.219
N4 -0.25 0.55 0.87  0.151
H1 2.46 1.38 -0.32  0.121
H2 3.59 -0.62 -0.04  0.049
H3 2.34 -1.57 -0.04  0.086
H4 -3.15 -0.72 0.44  0.119
H5 -3.44 0.68 -0.20  0.114
H6 -1.63 0.23 0.29  0.047
H7 -2.70 -0.32 -1.05  0.186

Kohn-Sham gap: 8.310 eV
net charge: +1


Here is a molecular structure, C17H23I2MnNO4SSiY in a non-equilibrium geometry from OMol25. Energies are from ωB97M-V/def2-TZVPD.

Last column: Mulliken spin population.
CARTESIAN COORDINATES (ANGSTROEM)
I1 2.85 -2.03 -1.69  0.832
I2 2.42 2.67 -0.72  0.118
Mn1 0.04 2.11 -1.47  3.043
Y1 0.32 -0.85 -0.39  -0.026
S1 0.87 0.51 -2.69  0.237
C1 -1.98 -1.24 -1.40  -0.002
C2 -1.01 -2.99 0.39  -0.007
C3 0.49 -0.02 -4.49  0.023
C4 1.31 0.97 -5.32  0.003
C5 -1.00 0.10 -4.72  0.001
C6 1.01 -1.43 -4.68  0.009
C7 -0.55 2.56 0.16  -0.195
C8 -1.66 2.02 -2.03  -0.078
O1 -1.57 -3.88 0.85  -0.001
O2 -3.03 -1.42 -1.86  -0.002
O3 -1.03 2.91 1.18  0.027
O4 -2.80 1.74 -2.20  0.010
H1 1.21 0.72 -6.39  0.002
H2 2.37 0.94 -5.05  0.002
H3 0.97 2.01 -5.16  -0.003
H4 -1.23 -0.27 -5.73  0.008
H5 -1.34 1.14 -4.65  0.000
H6 -1.57 -0.48 -3.99  -0.002
H7 0.86 -1.73 -5.72  0.003
H8 0.48 -2.14 -4.03  0.002
H9 2.08 -1.50 -4.45  0.002
C9 3.11 -0.16 1.54  -0.013
Si1 1.65 -0.01 2.72  0.004
C10 1.92 -1.45 3.85  0.014
C11 1.69 1.67 3.50  0.008
N1 0.12 -0.19 1.84  0.035
C12 -1.09 -0.11 2.51  -0.022
C13 -2.29 -0.18 1.76  -0.007
C14 -3.53 -0.13 2.37  -0.019
C15 -3.64 -0.02 3.77  -0.023
C16 -2.45 0.05 4.53  -0.016
C17 -1.20 0.02 3.92  0.004
H10 4.05 -0.15 2.13  0.002
H11 3.13 0.69 0.83  0.004
H12 3.12 -1.08 0.93  0.009
H13 2.87 -1.38 4.39  0.000
H14 1.12 -1.54 4.60  0.001
H15 1.93 -2.39 3.28  0.000
H16 1.50 2.45 2.75  0.000
H17 0.92 1.79 4.27  0.000
H18 2.67 1.88 3.96  0.000
H19 -2.23 -0.29 0.67  0.008
H20 -4.43 -0.16 1.76  -0.001
H21 -4.61 0.01 4.25  0.002
H22 -2.52 0.12 5.61  -0.001
H23 -0.30 0.11 4.53  0.002

Kohn-Sham gap (alpha / beta): 4.104 / 3.764 eV
net charge: +4
spin multiplicity: 5


Here is a molecular structure, C40H61AsN3O4PRbS2Te in a non-equilibrium geometry from OMol25. Energies are from ωB97M-V/def2-TZVPD.

Last column: Löwdin charge in e.
CARTESIAN COORDINATES (ANGSTROEM)
Rb1 -0.95 0.58 -0.80  0.668
C1 -2.47 0.39 2.48  -0.097
O1 -2.90 1.18 1.38  -0.290
C2 -4.14 0.77 0.82  -0.179
C3 -3.99 -0.20 -0.35  -0.201
O2 -3.40 0.53 -1.41  -0.350
C4 -3.38 -0.16 -2.65  -0.191
C5 -2.60 0.70 -3.63  -0.196
O3 -1.22 0.60 -3.34  -0.388
C6 -0.46 1.60 -3.98  -0.094
H1 -3.26 0.33 3.24  0.104
H2 -1.62 0.91 2.92  0.092
H3 -2.18 -0.61 2.16  0.040
H4 -4.61 1.67 0.45  0.117
H5 -4.78 0.32 1.59  0.132
H6 -4.98 -0.56 -0.64  0.144
H7 -3.36 -1.06 -0.08  0.097
H8 -4.40 -0.32 -3.02  0.142
H9 -2.89 -1.14 -2.55  0.137
H10 -2.93 1.74 -3.52  0.119
H11 -2.81 0.38 -4.66  0.143
H12 -0.51 1.51 -5.07  0.108
H13 0.58 1.46 -3.67  0.083
H14 -0.80 2.60 -3.69  0.081
O4 -1.53 -2.24 0.93  -0.567
S1 -1.41 -3.70 1.24  1.024
C7 -0.67 -3.82 2.88  -0.395
C8 -1.09 -2.99 3.91  -0.073
C9 -0.51 -3.11 5.16  -0.057
C10 0.49 -4.06 5.38  -0.060
C11 0.89 -4.90 4.35  -0.065
C12 0.32 -4.77 3.09  -0.086
C13 -3.03 -4.27 1.78  -0.374
C14 -4.06 -3.39 2.04  -0.070
C15 -5.27 -3.88 2.51  -0.058
C16 -5.44 -5.24 2.71  -0.062
C17 -4.39 -6.12 2.44  -0.059
C18 -3.19 -5.64 1.97  -0.078
H15 -1.88 -2.27 3.73  0.108
H16 -0.83 -2.47 5.97  0.114
H17 0.93 -4.15 6.36  0.112
H18 1.64 -5.65 4.52  0.113
H19 0.63 -5.42 2.27  0.114
H20 -3.91 -2.33 1.87  0.091
H21 -6.09 -3.20 2.70  0.111
H22 -6.38 -5.62 3.09  0.112
H23 -4.53 -7.18 2.60  0.113
H24 -2.37 -6.31 1.74  0.115
C19 1.74 -3.31 -1.57  -0.265
P1 1.44 -1.54 -2.06  0.887
C20 0.73 -1.88 -3.72  -0.278
C21 3.18 -1.09 -2.44  -0.389
C22 3.97 -0.61 -1.39  -0.157
C23 5.29 -0.27 -1.60  -0.079
C24 5.85 -0.38 -2.86  -0.074
C25 5.07 -0.85 -3.91  -0.072
C26 3.75 -1.20 -3.71  -0.086
H25 2.31 -3.82 -2.34  0.049
H26 0.78 -3.81 -1.43  0.029
H27 2.30 -3.35 -0.63  0.020
H28 1.26 -2.69 -4.23  0.047
H29 0.76 -0.98 -4.33  0.035
H30 -0.31 -2.17 -3.59  0.037
H31 3.54 -0.49 -0.41  0.030
H32 5.89 0.10 -0.77  0.107
H33 6.88 -0.11 -3.03  0.108
H34 5.50 -0.93 -4.90  0.107
H35 3.17 -1.55 -4.55  0.093
N1 3.82 -0.68 2.50  0.019
C27 3.06 -1.89 2.20  -0.215
C28 1.55 -1.53 2.10  -0.143
N2 1.44 -0.22 1.42  0.102
H36 4.76 -0.71 2.14  0.092
H37 3.86 -0.51 3.49  0.092
H38 2.33 0.28 1.72  0.063
H39 3.18 -2.68 2.94  0.115
H40 3.39 -2.27 1.23  0.101
H41 1.13 -1.45 3.10  0.125
H42 1.00 -2.28 1.55  0.082
H43 1.48 -0.29 0.39  -0.012
H44 0.64 0.35 1.71  0.095
S2 1.91 4.60 4.34  1.027
C29 0.61 4.51 3.23  -0.397
C30 0.59 3.29 2.63  -0.340
N3 1.56 2.42 3.05  -0.058
C31 2.32 2.98 3.94  -0.486
H45 -0.04 5.35 3.07  0.064
H46 -0.13 2.98 1.87  0.061
H47 3.17 2.49 4.40  0.071
C32 -2.51 4.47 0.97  -0.299
As1 -2.18 3.53 -0.71  1.010
C33 -3.94 3.91 -1.50  -0.306
C34 -1.23 5.00 -1.60  -0.316
H48 -3.05 5.39 0.79  0.033
H49 -1.56 4.71 1.45  -0.005
H50 -3.09 3.84 1.65  0.021
H51 -4.13 4.98 -1.47  0.029
H52 -4.73 3.41 -0.93  0.013
H53 -4.00 3.57 -2.53  0.014
H54 -1.72 5.95 -1.40  0.029
H55 -1.21 4.85 -2.68  0.016
H56 -0.20 5.05 -1.25  0.011
Te1 2.33 2.53 -0.32  0.727
C35 3.18 3.33 -2.07  -0.687
C36 2.38 3.75 -3.13  -0.186
C37 2.94 4.35 -4.26  -0.100
C38 4.31 4.55 -4.33  -0.106
C39 5.12 4.14 -3.28  -0.099
C40 4.56 3.53 -2.17  -0.176
H57 1.31 3.62 -3.07  0.052
H58 2.30 4.67 -5.07  0.098
H59 4.74 5.04 -5.20  0.097
H60 6.19 4.30 -3.33  0.100
H61 5.20 3.22 -1.35  0.080

Kohn-Sham gap: 5.577 eV
net charge: +1


Here is C18H27N5O3 in the gas phase in a non-equilibrium geometry from OMol25. Energies are from ωB97M-V/def2-TZVPD.

Last column: Löwdin charge in e.
CARTESIAN COORDINATES (ANGSTROEM)
C1 -6.75 -0.06 0.24  -0.030
C2 -5.27 0.10 0.33  -0.313
C3 -4.44 -1.03 0.51  0.035
C4 -3.09 -0.88 0.59  -0.213
C5 -2.09 -1.97 0.77  0.005
N1 -2.63 0.38 0.49  0.008
N2 -1.37 0.81 0.54  0.180
C6 -1.50 2.13 0.42  -0.235
C7 -0.30 3.00 0.47  -0.413
O1 -0.18 3.99 1.13  0.156
O2 0.65 2.49 -0.33  0.003
C8 1.97 3.02 -0.23  -0.041
C9 2.93 1.91 0.22  -0.419
O3 3.70 2.12 1.13  0.077
N3 2.84 0.72 -0.41  -0.038
C10 2.22 0.52 -1.71  -0.120
C11 0.88 -0.25 -1.70  -0.408
C12 -0.06 0.34 -2.75  -0.070
C13 1.08 -1.74 -1.97  -0.075
C14 3.66 -0.36 0.13  -0.122
C15 3.28 -0.76 1.57  -0.403
C16 4.14 -1.95 1.99  -0.075
C17 1.80 -1.11 1.70  -0.065
N4 -2.76 2.57 0.29  0.216
C18 -3.49 1.48 0.33  -0.315
N5 -4.80 1.32 0.25  0.193
H1 -7.01 -0.70 -0.60  0.085
H2 -7.21 0.92 0.11  0.081
H3 -7.14 -0.52 1.15  0.086
H4 -4.89 -2.01 0.58  0.121
H5 -1.42 -2.00 -0.08  0.076
H6 -2.58 -2.93 0.89  0.087
H7 -1.47 -1.76 1.65  0.091
H8 2.00 3.81 0.52  0.133
H9 2.25 3.43 -1.20  0.139
H10 2.05 1.50 -2.16  0.113
H11 2.94 -0.01 -2.34  0.135
H12 0.42 -0.11 -0.72  0.083
H13 -0.28 1.38 -2.52  0.069
H14 -1.00 -0.21 -2.77  0.075
H15 0.39 0.29 -3.74  0.083
H16 0.13 -2.26 -1.99  0.068
H17 1.70 -2.21 -1.20  0.055
H18 1.56 -1.89 -2.93  0.083
H19 3.56 -1.22 -0.53  0.118
H20 4.70 -0.04 0.14  0.135
H21 3.50 0.08 2.22  0.126
H22 5.20 -1.70 1.91  0.077
H23 3.93 -2.22 3.02  0.077
H24 3.95 -2.81 1.36  0.078
H25 1.17 -0.27 1.41  0.057
H26 1.57 -1.36 2.74  0.081
H27 1.54 -1.97 1.08  0.070

Kohn-Sham gap: 9.268 eV
net charge: 0
SMILES string: Cc1cc(C)n2nc(C(=O)OCC(=O)N(CC(C)C)CC(C)C)nc2n1


Values of energy relative to the best compared isomer or geometry (same formula, charge and spin), in order: 60.4; 28.1; 0.0; 17.8; 26.6, all in kcal/mol.